No. 1
Entry from the OMol25 dataset: a structure of composition C39H30CeF9N2O2PSSi (ωB97M-V/def2-TZVPD).

```
! RIJCOSX wB97M-V def2-TZVPD def2/J DEFGRID3
* xyz 1 2
Ce 2.0109 -0.1730 -0.4573
C 1.8914 -5.3439 2.5760
Si 0.7494 -5.7216 1.1348
C -0.9951 -6.0748 1.7749
C 1.4037 -7.2479 0.2487
C 0.4902 -4.3662 -0.2045
C -0.3791 -4.7080 -1.2317
C -0.7192 -3.8103 -2.2372
C -0.1952 -2.5472 -2.1660
N 0.6649 -2.1625 -1.2085
C 1.0403 -3.0673 -0.2578
S 2.2589 -2.5135 0.8687
H 1.8673 -6.1955 3.2623
H 1.6039 -4.4548 3.1350
H 2.9208 -5.2119 2.2446
H -1.0452 -7.1036 2.1393
H -1.7586 -5.9682 1.0009
H -1.2687 -5.4260 2.6102
H 1.4522 -8.0732 0.9632
H 2.4086 -7.0955 -0.1483
H 0.7616 -7.5660 -0.5752
H -0.8143 -5.7023 -1.2434
H -1.3952 -4.0845 -3.0340
H -0.4667 -1.7898 -2.8944
O 3.9937 3.3712 0.6818
C 3.4835 2.4529 0.0948
O 3.0578 1.3326 0.6010
C 3.2346 2.6063 -1.4197
C 3.5824 3.8206 -2.0296
C 3.2715 4.0165 -3.3445
C 2.5866 3.0060 -4.0548
C 2.1445 3.1668 -5.3874
C 1.4371 2.1756 -6.0069
C 1.1615 0.9672 -5.3354
C 1.5936 0.7767 -4.0524
C 2.2971 1.7991 -3.3783
N 2.6398 1.6137 -2.0687
H 4.0786 4.5629 -1.4208
H 3.5179 4.9440 -3.8457
H 2.3682 4.0964 -5.8954
H 1.0861 2.3120 -7.0207
H 0.6085 0.1918 -5.8486
H 1.4029 -0.1596 -3.5340
F -2.6837 4.1117 6.6357
C -2.3685 2.8048 6.6406
F -3.5156 2.1186 6.8116
F -1.5917 2.5725 7.7060
C -1.7041 2.4005 5.3507
C -2.3348 2.7418 4.1577
C -1.7834 2.3462 2.9551
C -0.5985 1.6123 2.9488
C 0.0343 1.2878 4.1425
C -0.5223 1.6826 5.3520
P 0.1148 0.9886 1.3872
C -1.2361 -0.1081 0.7677
C -1.1823 -1.4015 1.2913
C -2.1305 -2.3482 0.9409
C -3.1224 -2.0102 0.0349
C -3.2116 -0.7189 -0.4680
C -2.2828 0.2342 -0.0880
C -4.1209 -3.0359 -0.4317
F -4.1310 -3.1064 -1.7821
F -5.3674 -2.7292 -0.0462
F -3.8379 -4.2641 0.0330
C 0.0572 2.4458 0.2742
C -0.1404 2.3062 -1.1032
C -0.1464 3.4209 -1.9261
C 0.0955 4.6736 -1.3835
C 0.3610 4.8211 -0.0292
C 0.3404 3.7083 0.7942
C 0.0290 5.8757 -2.2881
F 0.6234 6.9459 -1.7507
F 0.6302 5.6271 -3.4747
F -1.2460 6.2045 -2.5581
H -3.2523 3.3152 4.1792
H -2.2726 2.6090 2.0253
H 0.9644 0.7333 4.1284
H -0.0374 1.4376 6.2867
H -0.3952 -1.6651 1.9887
H -2.0910 -3.3462 1.3547
H -4.0162 -0.4594 -1.1444
H -2.3913 1.2467 -0.4540
H -0.3497 1.3317 -1.5372
H -0.3322 3.3204 -2.9887
H 0.5721 5.7995 0.3800
H 0.5411 3.8240 1.8518
*
```

Max |F| (hartree/bohr): 0.0313
Energy (eV): -113394.312

So, what does the Mulliken scheme give us? The charges, in e, come out as: 0.73, -1.08, 0.22, -1.08, -1.11, 0.39, -0.32, -1.44, -0.01, -0.02, 0.56, -0.51, 0.35, 0.33, 0.34, 0.43, 0.30, 0.31, 0.34, 0.34, 0.34, 0.42, 0.46, 0.53, -0.64, 0.30, -0.48, 0.69, -0.89, -0.49, 1.07, -0.75, -0.71, -0.69, -0.47, 0.17, -0.02, 0.58, 0.49, 0.45, 0.43, 0.46, 0.43, -0.25, 0.84, -0.25, -0.27, 0.23, -1.16, -0.03, 0.27, -0.29, -0.92, 0.47, 0.99, -0.90, -0.87, 0.32, -1.37, -0.21, 0.67, -0.25, -0.26, -0.25, 0.56, -0.65, -0.86, 0.14, -0.83, -1.15, 0.67, -0.29, -0.17, -0.27, 0.42, 0.43, 0.51, 0.49, 0.55, 0.62, 0.51, 0.55, 0.87, 0.47, 0.54, 0.63

***

No. 2
Entry from the OMol25 dataset: a cluster of 2 separate species, C5H4O2 in total (ωB97M-V/def2-TZVPD).

```
! RIJCOSX wB97M-V def2-TZVPD def2/J DEFGRID3
* xyz 0 1
C 0.6206 1.3172 1.2708
C 0.4997 2.3040 -1.7168
C -1.0827 -1.6039 -0.2878
C -0.3396 -0.5460 -0.1007
C 0.2337 -0.0988 1.2102
O 1.5258 2.7360 -1.7840
O 1.5187 0.5066 0.9235
H -1.4617 -1.9114 -1.3186
H -1.5435 -2.2370 0.5518
H -0.1886 0.0557 -0.9550
H 0.2174 -0.5224 2.2066
*
```

Relative energy (zero: lowest compared OMol25 entry of this formula, charge and spin) (kcal/mol): 102.1
Max |F| (hartree/bohr): 0.0713
Energy (eV): -9339.757

So, what does the Mulliken scheme give us? The charges, in e, come out as: -0.40, 0.12, -0.82, 0.00, 0.51, -0.13, -0.11, 0.23, 0.23, 0.03, 0.34